Molecular formula: C16H26FO11S
Method: DFT, ωB97M-V/def2-TZVPD

Positions of all 55 atoms, in Å:
F: -0.167 1.321 1.390
C: -2.000 -2.540 3.745
C: -0.724 -2.401 2.998
C: 0.187 -1.277 3.607
O: 1.478 -2.039 3.812
C: 1.359 -3.235 3.546
O: 2.305 -4.086 3.692
O: 0.167 -3.537 3.048
H: -2.733 -1.731 3.483
H: -1.651 -3.031 4.619
H: -2.504 -3.335 3.150
H: -0.993 -2.202 1.855
H: -0.063 -0.776 4.359
H: 0.258 -0.403 3.109
C: 2.336 -1.110 0.061
C: 3.249 0.092 -0.400
C: 3.155 1.347 0.584
O: 4.530 1.647 0.865
C: 5.322 0.617 0.367
O: 6.524 0.729 0.555
O: 4.583 -0.380 -0.231
H: 2.956 -1.608 0.865
H: 2.083 -1.929 -0.874
H: 1.425 -0.684 0.284
H: 2.897 0.352 -1.376
H: 2.610 1.187 1.475
H: 2.653 2.185 0.239
C: -1.827 -1.586 -0.663
C: -3.016 -1.228 0.182
C: -2.950 0.274 0.774
O: -4.343 0.579 0.579
C: -4.918 -0.267 -0.087
O: -6.173 -0.039 -0.434
O: -4.334 -1.288 -0.432
H: -1.824 -2.660 -0.575
H: -0.889 -1.156 -0.410
H: -2.214 -1.281 -1.618
H: -2.882 -1.820 1.198
H: -2.219 0.843 0.178
H: -2.928 0.284 1.911
C: 1.298 1.907 -3.029
C: 0.677 2.002 -4.432
C: -0.558 3.038 -4.395
S: -0.997 3.178 -2.670
O: -2.423 2.814 -2.445
O: -0.557 4.456 -2.240
C: 0.098 2.007 -2.021
H: 1.993 2.683 -2.846
H: 1.780 1.068 -2.894
H: 0.185 1.036 -4.718
H: 1.470 2.285 -5.135
H: -1.534 2.640 -4.892
H: -0.173 3.831 -4.843
H: -0.350 0.984 -1.971
H: 0.340 2.240 -0.914

Computed properties:
- HOMO level (hartree) = -0.232
- total charge = -1
- F_max (Eh/bohr) = 0.2656
- orbital gap (eV) = 8.5
- energy relative to the best compared isomer or geometry (same formula, charge and spin) (kJ/mol) = 86.0



Molecular formula: C21H15Cl7N4O9PRuS
Method: DFT, ωB97M-V/def2-TZVPD

Positions of all 59 atoms, in Å:
Ru: -0.487 -0.736 -1.241
O: 3.460 0.729 -1.048
C: 2.234 0.703 -1.066
O: 1.517 -0.246 -1.540
C: 1.437 1.915 -0.526
C: 2.277 2.942 -0.059
C: 1.663 3.950 0.652
C: 0.347 3.961 1.049
C: -0.472 2.959 0.583
C: 0.056 1.985 -0.266
O: -0.830 1.074 -0.712
N: -1.862 2.956 0.980
O: -2.594 3.837 0.545
O: -2.217 1.919 1.516
N: 2.576 4.989 1.262
O: 2.095 5.738 2.100
O: 3.741 4.968 0.936
H: 3.291 2.861 -0.165
H: 0.055 4.806 1.778
Cl: -1.661 1.517 -3.930
C: -2.979 1.893 -2.813
C: -3.554 3.115 -2.728
C: -4.621 3.392 -1.849
C: -4.985 2.445 -0.887
C: -4.373 1.248 -1.010
Cl: -5.047 0.001 0.068
C: -3.340 0.903 -1.864
S: -2.674 -0.707 -1.793
H: -3.409 3.914 -3.509
H: -4.980 4.370 -1.846
H: -5.741 2.590 -0.019
N: -0.373 -1.662 3.411
C: 0.888 -2.348 2.955
P: 1.636 -1.134 1.656
O: 2.325 -0.037 2.325
O: 0.403 -1.034 0.731
C: 2.965 -2.051 0.735
N: 4.210 -1.190 0.683
H: -0.098 -0.748 3.731
H: -0.921 -2.174 4.133
H: -1.046 -1.477 2.648
H: 0.521 -3.267 2.462
H: 1.436 -2.580 3.890
H: 2.670 -2.374 -0.246
H: 3.248 -2.998 1.309
H: 4.101 -0.349 0.047
H: 5.106 -1.648 0.664
H: 4.224 -0.630 1.578
Cl: 0.435 -2.286 -3.923
C: 0.156 -3.359 -2.534
C: -0.621 -2.801 -1.544
C: -0.970 -3.669 -0.471
Cl: -2.225 -3.072 0.656
C: -0.408 -4.900 -0.244
Cl: -0.796 -5.834 1.126
C: 0.526 -5.352 -1.241
Cl: 1.104 -7.003 -1.164
C: 0.840 -4.631 -2.363
Cl: 1.743 -5.385 -3.609

Computed properties:
- HOMO level (alpha / beta) (hartree) = -0.412 / -0.415
- <S²> = 6.03
- total charge = +1
- F_max (Eh/bohr) = 0.0723
- multiplicity = 5
- orbital gap (alpha / beta) (eV) = 7.8 / 6.2
- energy relative to the best compared isomer or geometry (same formula, charge and spin) (kJ/mol) = 192.7



Molecular formula: C41H54IKN2O6P3S
Method: DFT, ωB97M-V/def2-TZVPD

Positions of all 109 atoms, in Å:
K: -0.265 -0.119 -0.432
C: -3.236 1.587 4.139
C: -2.416 1.342 2.892
C: -1.213 0.457 3.135
O: -3.292 0.673 1.932
P: -3.452 1.291 0.494
O: -2.210 1.591 -0.248
C: -4.485 0.069 -0.323
P: -3.496 -1.273 -1.040
O: -2.343 -1.625 -0.194
O: -4.521 -2.412 -1.379
C: -5.153 -3.386 -0.484
C: -4.485 -3.470 0.874
C: -6.627 -3.049 -0.406
O: -3.024 -0.785 -2.461
C: -3.959 -0.385 -3.511
C: -3.871 -1.399 -4.629
C: -3.581 1.017 -3.929
O: -4.350 2.567 0.752
C: -4.360 3.663 -0.219
C: -3.296 4.666 0.171
C: -5.760 4.232 -0.214
H: -2.632 2.093 4.893
H: -3.581 0.637 4.549
H: -4.103 2.206 3.910
H: -2.097 2.296 2.461
H: -1.544 -0.547 3.408
H: -0.630 0.869 3.960
H: -0.554 0.390 2.267
H: -5.062 0.572 -1.104
H: -5.197 -0.345 0.392
H: -5.023 -4.332 -1.010
H: -4.577 -2.530 1.424
H: -3.429 -3.719 0.791
H: -4.984 -4.250 1.451
H: -6.785 -2.102 0.115
H: -7.149 -3.830 0.145
H: -7.062 -2.978 -1.402
H: -4.971 -0.399 -3.095
H: -2.872 -1.387 -5.067
H: -4.591 -1.150 -5.409
H: -4.089 -2.400 -4.259
H: -2.568 1.023 -4.334
H: -3.609 1.700 -3.079
H: -4.266 1.377 -4.697
H: -4.124 3.250 -1.204
H: -3.491 5.032 1.181
H: -3.320 5.514 -0.515
H: -2.305 4.213 0.132
H: -5.996 4.635 0.772
H: -6.496 3.468 -0.461
H: -5.834 5.037 -0.946
I: 3.249 -0.285 -0.398
C: 4.594 -1.894 -0.089
C: 5.882 -1.438 -0.195
C: 6.985 -2.272 0.052
C: 6.763 -3.559 0.418
C: 5.449 -4.070 0.523
C: 5.308 -5.431 0.889
C: 4.085 -6.006 0.977
C: 2.947 -5.233 0.685
C: 3.010 -3.905 0.339
P: 1.396 -3.086 -0.015
C: 0.154 -4.290 0.592
C: -0.415 -5.307 -0.170
C: -1.370 -6.150 0.383
C: -1.757 -5.996 1.707
C: -1.199 -4.983 2.476
C: -0.259 -4.130 1.915
C: 1.260 -3.238 -1.833
C: 0.025 -2.926 -2.413
C: -0.129 -2.919 -3.790
C: 0.954 -3.205 -4.613
C: 2.183 -3.504 -4.047
C: 2.336 -3.524 -2.665
C: 4.298 -3.256 0.257
H: 6.058 -0.407 -0.467
H: 7.988 -1.877 -0.043
H: 7.588 -4.228 0.628
H: 6.209 -5.998 1.089
H: 3.972 -7.046 1.251
H: 1.985 -5.721 0.737
H: -0.106 -5.447 -1.198
H: -1.802 -6.941 -0.218
H: -2.493 -6.663 2.138
H: -1.499 -4.855 3.508
H: 0.167 -3.327 2.508
H: -0.828 -2.712 -1.775
H: -1.097 -2.694 -4.219
H: 0.838 -3.197 -5.689
H: 3.031 -3.729 -4.682
H: 3.302 -3.770 -2.241
C: 1.287 5.275 4.448
C: 1.470 3.949 3.785
C: 1.818 2.799 4.423
C: 1.950 1.628 3.640
N: 1.752 1.613 2.341
C: 1.428 2.753 1.686
S: 1.208 2.850 0.035
N: 1.280 3.894 2.447
C: 2.333 0.326 4.269
H: 1.440 5.189 5.520
H: 0.281 5.659 4.266
H: 1.999 6.000 4.051
H: 1.986 2.788 5.489
H: 1.042 4.730 1.931
H: 2.311 0.373 5.355
H: 3.340 0.057 3.945
H: 1.669 -0.463 3.915

Computed properties:
- HOMO level (hartree) = -0.351
- total charge = +1
- F_max (Eh/bohr) = 0.0080
- orbital gap (eV) = 7.4
- energy relative to the best compared isomer or geometry (same formula, charge and spin) (kJ/mol) = 8.7



Molecular formula: C5H8BrCl
Method: DFT, ωB97M-V/def2-TZVPD

Positions of all 15 atoms, in Å:
C: 0.423 -0.132 -1.294
C: -0.369 0.080 -0.069
C: 1.696 -0.515 -0.559
C: -1.192 -0.969 0.639
C: -0.296 1.457 0.482
Cl: 1.819 -2.087 0.213
Br: 2.783 0.822 0.238
H: 0.206 -1.063 -1.847
H: 0.349 0.744 -2.010
H: -0.885 -1.089 1.650
H: -1.253 -1.965 0.028
H: -2.229 -0.617 0.588
H: -0.660 2.197 -0.303
H: 0.672 1.846 0.987
H: -1.064 1.291 1.256

Computed properties:
- HOMO level (alpha / beta) (hartree) = -0.278 / -0.273
- F_max (Eh/bohr) = 0.0618
- orbital gap (alpha / beta) (eV) = 8.1 / 7.8
- energy relative to the best compared isomer or geometry (same formula, charge and spin) (kJ/mol) = 215.4



Number 1: total energy -53084.4225 eV. Number 2: total energy -156758.8977 eV. Number 3: total energy -121790.1366 eV. Number 4: total energy -87876.2331 eV.